Record 1
# C28H28AuN8S

A molecular structure, C28H28AuN8S in a non-equilibrium geometry (ωB97M-V/def2-TZVPD, OMol25).

Last column: Mulliken charge in e.
Geometry (Å):
Au1 -0.20 -0.13 -0.02  1.001
N1 -0.42 0.92 1.86  -0.496
C1 0.50 0.34 2.84  0.476
C2 0.58 0.78 4.13  -0.496
C3 1.49 0.18 5.03  -0.827
C4 2.31 -0.83 4.61  -0.971
C5 2.23 -1.31 3.28  0.573
C6 3.00 -2.38 2.79  -0.397
C7 2.83 -2.82 1.50  -1.050
C8 1.90 -2.18 0.68  0.379
N2 1.17 -1.16 1.12  -0.085
C9 1.31 -0.71 2.40  0.239
H1 -0.19 1.90 1.69  0.442
H2 -1.37 0.89 2.23  0.440
H3 -0.06 1.58 4.47  0.504
H4 1.52 0.53 6.05  0.440
H5 3.01 -1.30 5.28  0.464
H6 3.71 -2.86 3.46  0.493
H7 3.40 -3.65 1.11  0.454
H8 1.75 -2.50 -0.34  0.339
C10 5.28 4.32 -0.90  -1.054
N3 4.18 3.52 -0.37  -0.104
C11 3.20 3.04 -1.11  0.228
N4 3.18 3.28 -2.42  -0.301
S1 1.96 2.09 -0.38  -0.266
H9 5.95 4.59 -0.08  0.348
H10 4.92 5.24 -1.35  0.360
H11 5.85 3.75 -1.63  0.361
H12 4.15 3.33 0.62  0.240
H13 3.86 3.90 -2.85  0.209
H14 2.39 3.00 -2.97  0.180
N5 0.36 -4.44 -5.78  -0.007
C12 0.96 -4.74 -6.97  0.739
C13 0.72 -5.73 -7.93  -0.931
C14 1.53 -5.72 -9.03  -0.439
C15 2.53 -4.73 -9.23  -0.488
C16 2.74 -3.74 -8.31  -0.800
C17 1.94 -3.73 -7.16  0.673
N6 1.90 -2.86 -6.12  -0.529
C18 0.97 -3.31 -5.30  -0.338
C19 0.66 -2.63 -4.08  0.939
C20 1.43 -1.50 -3.72  -0.386
C21 1.15 -0.82 -2.57  -0.474
N7 0.14 -1.21 -1.75  -0.244
C22 -0.61 -2.28 -2.07  -0.506
C23 -0.38 -3.01 -3.21  -0.662
H15 -0.37 -4.98 -5.34  0.193
H16 -0.09 -6.43 -7.84  0.385
H17 1.40 -6.49 -9.78  0.413
H18 3.14 -4.77 -10.12  0.409
H19 3.54 -3.02 -8.43  0.435
H20 2.23 -1.18 -4.37  0.592
H21 1.73 0.04 -2.25  0.444
H22 -1.41 -2.55 -1.39  0.456
H23 -1.02 -3.85 -3.41  0.418
C24 -3.29 2.74 -2.36  -0.134
C25 -2.04 2.45 -2.90  -0.981
C26 -1.20 1.59 -2.22  0.326
N8 -1.57 1.02 -1.06  0.028
C27 -2.79 1.28 -0.54  -0.014
C28 -3.67 2.14 -1.17  -0.816
H24 -3.96 3.42 -2.87  0.450
H25 -1.71 2.89 -3.82  0.451
H26 -0.22 1.34 -2.59  0.372
H27 -3.06 0.78 0.38  0.456
H28 -4.63 2.33 -0.72  0.446

Computed properties:
E_tot: -2054.85655 Ha
relative energy (zero: lowest compared OMol25 entry of this formula, charge and spin): 0.0 kcal per mole
total charge: +3
max |F|: 1.0 eV Å⁻¹
HOMO-LUMO gap: 4.2 eV
LUMO level: -10.4 eV

---

Record 2
# C31H69Br15N2O2

A molecular structure, C31H69Br15N2O2 in a non-equilibrium geometry (ωB97M-V/def2-TZVPD, OMol25).

Last column: Mulliken charge in e.
Geometry (Å):
C1 -1.86 -0.45 4.93  -0.235
Br1 -2.80 1.24 5.29  -0.100
Br2 -1.79 -1.56 6.53  -0.037
Br3 -0.13 0.02 4.19  0.080
H1 -2.39 -0.95 4.14  0.352
C2 3.50 -2.44 5.22  0.012
Br4 4.56 -3.96 5.84  -0.030
Br5 4.02 -0.86 6.24  -0.026
Br6 1.61 -2.81 5.57  0.101
H2 3.61 -2.25 4.16  -0.018
C3 2.14 5.84 1.21  0.712
Br7 0.75 7.06 0.69  -0.041
Br8 2.73 6.30 3.02  -0.048
Br9 3.57 5.81 -0.08  0.012
H3 1.79 4.82 1.26  -0.677
C4 -4.13 3.32 1.96  -0.213
Br10 -4.16 1.99 0.51  0.010
Br11 -5.66 3.35 3.09  -0.028
Br12 -4.01 5.14 1.18  -0.055
H4 -3.26 3.13 2.57  0.251
C5 -2.07 -3.20 -0.35  0.793
Br13 -3.88 -3.52 0.34  -0.058
Br14 -2.17 -1.93 -1.88  -0.041
Br15 -1.13 -4.81 -0.93  0.002
H5 -1.49 -2.69 0.41  -0.687
C6 1.43 0.79 -5.00  -1.694
C7 0.84 -0.21 -4.00  1.196
C8 1.64 -1.53 -4.01  -0.710
C9 0.97 -2.58 -3.13  1.210
C10 1.47 -4.02 -3.29  -0.778
C11 2.63 -4.41 -2.39  -1.133
H6 1.24 0.48 -6.03  0.494
H7 2.50 0.94 -4.88  0.241
H8 0.87 1.72 -4.90  0.340
H9 0.93 0.17 -2.98  -1.004
H10 -0.19 -0.41 -4.30  0.584
H11 2.66 -1.34 -3.66  0.465
H12 1.92 -1.84 -5.02  0.502
H13 1.11 -2.35 -2.07  -0.757
H14 -0.10 -2.59 -3.33  -0.049
H15 0.64 -4.63 -2.92  0.083
H16 1.69 -4.29 -4.33  0.367
H17 2.40 -4.19 -1.34  0.179
H18 2.93 -5.45 -2.53  0.411
H19 3.56 -3.86 -2.60  0.331
C12 -1.90 5.57 -2.39  -0.829
C13 -2.79 4.84 -3.39  -0.710
C14 -2.73 3.32 -3.20  0.784
C15 -3.79 2.62 -4.06  -1.317
C16 -4.10 1.16 -3.76  0.814
C17 -4.98 0.55 -4.84  -1.562
H20 -2.08 5.25 -1.36  -0.005
H21 -2.13 6.63 -2.40  0.416
H22 -0.85 5.37 -2.63  0.268
H23 -3.82 5.19 -3.29  0.385
H24 -2.48 5.10 -4.41  0.262
H25 -2.95 3.07 -2.16  -0.098
H26 -1.77 2.88 -3.45  -0.139
H27 -4.67 3.27 -4.15  0.504
H28 -3.50 2.69 -5.12  0.349
H29 -3.15 0.62 -3.83  -0.365
H30 -4.53 0.99 -2.77  0.229
H31 -5.94 1.07 -4.93  0.363
H32 -4.59 0.60 -5.85  0.369
H33 -5.17 -0.49 -4.56  0.370
C18 2.30 -1.29 1.92  -1.043
C19 1.58 -1.34 0.57  -0.270
C20 0.44 -0.31 0.52  -0.539
C21 0.81 1.17 0.53  3.350
C22 -0.41 2.07 0.66  -0.465
C23 -0.20 3.33 -0.20  -0.323
H34 1.57 -1.44 2.72  -0.277
H35 2.72 -0.28 2.04  0.111
H36 3.09 -2.04 1.93  0.531
H37 2.26 -1.15 -0.26  0.580
H38 1.14 -2.34 0.48  0.433
H39 -0.29 -0.57 1.28  0.412
H40 0.03 -0.43 -0.49  -0.431
H41 1.45 1.33 1.42  -0.247
H42 1.56 1.40 -0.23  -1.855
H43 -1.38 1.64 0.40  -0.136
H44 -0.52 2.49 1.66  0.332
H45 -0.84 4.14 0.18  0.393
H46 0.75 3.85 -0.06  -0.369
H47 -0.34 3.25 -1.28  0.049
C24 3.22 2.80 -2.54  -0.933
C25 4.09 1.73 -1.84  0.363
C26 4.59 2.24 -0.51  -1.219
O1 3.52 2.48 0.39  0.319
C27 3.93 2.73 1.71  -1.106
N1 3.35 0.46 -1.69  -0.239
H48 3.28 2.76 -3.63  0.306
H49 3.54 3.82 -2.29  0.272
H50 2.17 2.67 -2.27  0.013
H51 4.97 1.51 -2.44  0.499
H52 5.24 3.11 -0.67  0.442
H53 5.22 1.48 -0.03  0.464
H54 3.01 2.85 2.29  0.247
H55 4.48 3.67 1.80  0.263
H56 4.57 1.95 2.13  0.383
H57 2.85 0.56 -0.81  -0.729
H58 2.64 0.41 -2.41  0.027
C28 -2.67 -6.23 6.55  -1.434
C29 -2.60 -5.36 5.29  0.676
C30 -1.16 -4.90 5.00  -0.975
O2 -1.33 -3.88 4.00  -0.170
C31 -0.49 -3.87 2.88  -0.158
N2 -3.02 -6.22 4.14  -0.718
H59 -2.47 -5.66 7.45  0.330
H60 -2.01 -7.09 6.49  0.331
H61 -3.69 -6.61 6.63  0.393
H62 -3.24 -4.48 5.37  0.205
H63 -0.52 -5.69 4.62  0.475
H64 -0.77 -4.39 5.89  0.237
H65 0.52 -4.27 3.04  0.376
H66 -0.26 -2.86 2.52  -0.319
H67 -0.95 -4.52 2.14  0.228
H68 -3.94 -5.93 3.83  0.285
H69 -2.41 -6.03 3.35  0.231

Computed properties:
E_tot: -40092.60654 Ha
total charge: 0
max |F|: 2.5 eV Å⁻¹
HOMO-LUMO gap: 9.1 eV
LUMO level: -0.4 eV

---

Record 3
# C26H36ClN2O9S3Y

A molecular structure, C26H36ClN2O9S3Y (ωB97M-V/def2-TZVPD, OMol25).

Last column: Mulliken charge in e.
Geometry (Å):
Y1 0.43 -0.08 -0.27  0.074
C1 -0.32 0.87 3.50  -0.790
C2 -1.69 1.28 2.97  -1.028
S1 -2.00 0.79 1.25  0.200
C3 -2.58 2.32 0.48  0.562
C4 -1.70 3.55 0.61  -1.363
S2 -0.05 3.25 -0.07  0.515
C5 1.02 3.88 1.23  -0.965
C6 0.93 3.19 2.59  -0.794
S3 1.12 1.39 2.54  0.053
H1 -0.21 1.25 4.52  0.582
H2 -0.24 -0.22 3.52  0.287
H3 -2.45 0.82 3.61  0.591
H4 -1.83 2.36 3.05  0.436
H5 -2.63 2.04 -0.58  -1.318
H6 -3.60 2.54 0.83  0.731
H7 -2.17 4.35 0.04  0.603
H8 -1.62 3.90 1.64  0.560
H9 2.02 3.76 0.82  0.283
H10 0.85 4.95 1.37  0.512
H11 1.72 3.59 3.23  0.559
H12 -0.02 3.42 3.07  0.359
O1 4.07 1.60 0.82  -0.676
Cl1 3.45 1.03 -0.34  1.660
O2 4.34 1.02 -1.45  -0.664
O3 2.97 -0.33 -0.05  -0.690
O4 2.23 1.78 -0.66  -0.637
O5 2.43 -7.23 0.09  -0.727
C7 2.43 -6.59 -0.97  0.476
O6 2.71 -6.94 -2.13  -0.744
C8 1.99 -5.10 -0.83  0.223
C9 1.92 -4.28 -1.94  -1.012
C10 1.50 -2.97 -1.80  -0.378
N1 1.14 -2.45 -0.62  1.119
C11 1.22 -3.24 0.46  0.534
C12 1.64 -4.55 0.40  -0.967
C13 0.75 -2.61 1.78  0.066
O7 0.90 -3.21 2.83  -0.765
O8 0.16 -1.47 1.63  -0.506
H13 2.19 -4.69 -2.91  0.483
H14 1.43 -2.30 -2.65  0.405
H15 1.68 -5.16 1.29  0.592
C14 -3.37 -0.16 -2.33  -1.465
C15 -3.45 1.24 -2.94  1.295
C16 -3.96 1.11 -4.38  -1.752
C17 -2.18 2.09 -2.95  -0.440
C18 -2.37 3.44 -3.22  -0.236
C19 -1.31 4.29 -3.51  -1.622
C20 -0.06 3.71 -3.69  -0.180
C21 0.19 2.37 -3.44  0.177
C22 1.57 1.82 -3.83  1.304
C23 1.90 2.24 -5.27  -1.753
C24 1.75 0.31 -3.78  -1.128
C25 -0.83 1.59 -2.76  0.850
N2 -0.54 0.58 -1.95  -0.706
H16 -4.33 -0.67 -2.48  0.515
H17 -3.14 -0.16 -1.27  0.133
H18 -2.58 -0.74 -2.81  0.095
H19 -4.22 1.79 -2.38  0.335
H20 -3.23 0.55 -4.98  0.318
H21 -4.08 2.09 -4.84  0.394
H22 -4.92 0.58 -4.42  0.475
H23 -3.39 3.82 -3.23  0.386
H24 -1.47 5.36 -3.67  0.298
H25 0.76 4.34 -4.02  0.326
H26 2.33 2.27 -3.18  -0.068
H27 1.20 1.76 -5.97  0.395
H28 2.92 1.93 -5.54  0.475
H29 1.82 3.32 -5.43  0.360
H30 0.89 -0.21 -4.21  0.370
H31 1.88 -0.07 -2.77  -0.173
H32 2.64 0.03 -4.34  0.471
C26 -2.03 -3.15 -0.93  -0.596
O9 -1.86 -1.96 -0.18  -0.158
H33 -2.73 -3.84 -0.44  0.288
H34 -1.08 -3.68 -1.10  0.189
H35 -2.44 -2.87 -1.89  0.200
H36 -1.41 -2.15 0.65  0.185

Computed properties:
E_tot: -3492.08392 Ha
relative energy (zero: lowest compared OMol25 entry of this formula, charge and spin): 8.4 kcal per mole
total charge: -2
max |F|: 0.5 eV Å⁻¹
HOMO-LUMO gap: 4.7 eV
LUMO level: 3.5 eV

---

Record 4
# C5H15NO3

4 unconnected molecules or ions with the total composition C5H15NO3 in a non-equilibrium geometry (ωB97M-V/def2-TZVPD, OMol25).

Last column: Mulliken charge in e.
Geometry (Å):
C1 0.14 -0.14 0.60  -0.254
C2 -0.78 -0.51 1.49  -0.392
N1 -1.34 0.26 2.58  -0.624
C3 0.77 -1.04 -0.48  -0.645
C4 1.27 -0.11 -1.66  0.052
C5 2.26 0.77 -1.49  -0.854
H1 0.54 0.83 0.63  0.242
H2 -1.10 -1.55 1.48  0.501
H3 -1.97 -0.22 3.15  0.239
H4 -1.84 1.10 2.27  0.245
H5 0.23 -1.99 -0.70  0.398
H6 1.71 -1.48 -0.07  0.321
H7 0.68 -0.35 -2.67  0.176
H8 2.65 1.25 -2.34  0.329
H9 2.59 0.89 -0.48  0.271
H10 -2.38 -0.69 -2.66  0.280
H11 -1.67 -0.17 -1.50  0.317
O1 -2.08 0.12 -2.37  -0.598
H12 -0.58 2.54 -0.76  0.331
H13 -1.90 2.31 -1.45  0.292
O2 -1.58 2.58 -0.64  -0.625
H14 2.18 -1.16 2.47  0.320
H15 0.71 -1.44 2.47  0.336
O3 1.50 -1.78 2.12  -0.659

Computed properties:
E_tot: -479.87932 Ha
relative energy (zero: lowest compared OMol25 entry of this formula, charge and spin): 83.0 kcal per mole
total charge: 0
max |F|: 4.4 eV Å⁻¹
SMILES: C=CC/C=C/N.O.O.O
HOMO-LUMO gap: 9.1 eV
LUMO level: 0.7 eV

---

Record 5
# C3H5NO2

2 unconnected molecules or ions with the total composition C3H5NO2 in a non-equilibrium geometry (ωB97M-V/def2-TZVPD, OMol25).

Last column: Mulliken charge in e.
Geometry (Å):
C1 -1.25 0.00 0.06  0.320
C2 1.42 -0.73 0.52  -0.132
C3 0.57 -0.69 -0.63  -0.333
N1 -1.37 1.28 -0.17  -0.343
O1 -2.07 -0.84 0.23  -0.512
O2 1.55 0.33 -0.46  -0.415
H1 0.96 -0.34 1.43  0.197
H2 2.28 -1.37 0.61  0.274
H3 0.39 -1.25 -1.42  0.444
H4 -0.48 1.73 -0.47  0.269
H5 -2.00 1.87 0.28  0.231

Computed properties:
E_tot: -322.43587 Ha
relative energy (zero: lowest compared OMol25 entry of this formula, charge and spin): 86.9 kcal per mole
total charge: 0
max |F|: 7.7 eV Å⁻¹
HOMO-LUMO gap: 9.4 eV
LUMO level: 0.8 eV

---

Record 6
# C24H32BrN6O5PPd

A molecular structure, C24H32BrN6O5PPd in a non-equilibrium geometry (ωB97M-V/def2-TZVPD, OMol25).

Last column: Mulliken charge in e.
Geometry (Å):
Pd1 0.31 0.30 0.74  0.217
O1 -0.94 -0.40 7.67  -0.726
C1 -1.45 -1.08 6.75  0.421
O2 -2.19 -2.08 6.79  -0.709
C2 -0.94 -0.74 5.36  0.249
C3 -0.09 0.35 5.18  -1.475
C4 0.35 0.67 3.91  -0.248
N1 -0.02 -0.03 2.83  0.222
C5 -0.86 -1.07 2.99  0.959
C6 -1.32 -1.46 4.23  -0.743
C7 -1.31 -1.69 1.72  -0.372
O3 -1.74 -2.82 1.64  -0.637
O4 -1.25 -0.87 0.66  -0.469
H1 0.21 0.92 6.05  0.495
H2 1.01 1.52 3.75  0.906
H3 -1.98 -2.30 4.34  0.629
C8 -4.27 5.07 0.47  -1.412
C9 -3.13 4.09 0.56  1.282
C10 -2.53 3.78 1.76  -0.970
C11 -1.49 2.87 1.80  -0.311
N2 -1.03 2.25 0.71  0.167
C12 -1.61 2.54 -0.46  -0.487
C13 -2.65 3.44 -0.58  -1.017
H4 -4.53 5.46 1.45  0.358
H5 -5.15 4.60 0.03  0.329
H6 -4.00 5.91 -0.18  0.326
H7 -2.86 4.25 2.69  0.357
H8 -1.02 2.61 2.73  0.370
H9 -1.22 2.01 -1.32  0.619
H10 -3.09 3.63 -1.55  0.432
C14 -1.12 -1.92 -4.47  -0.957
N3 -1.04 -1.31 -3.15  0.297
C15 -2.32 -1.19 -2.45  -0.772
P1 0.34 -1.13 -2.32  -0.051
O5 0.32 0.17 -1.53  0.014
N4 0.61 -2.45 -1.41  0.571
C16 1.48 -2.33 -0.25  -0.236
C17 -0.33 -3.58 -1.37  -0.821
N5 1.59 -1.06 -3.38  0.487
C18 1.82 0.17 -4.14  -1.112
C19 2.24 -2.23 -3.96  -1.136
H11 -1.50 -2.95 -4.41  0.321
H12 -0.15 -1.94 -4.96  0.203
H13 -1.81 -1.35 -5.10  0.322
H14 -2.87 -2.14 -2.50  0.358
H15 -2.93 -0.41 -2.92  0.308
H16 -2.17 -0.95 -1.40  -0.046
H17 2.53 -2.20 -0.52  0.278
H18 1.38 -3.20 0.40  0.413
H19 1.19 -1.45 0.34  -0.117
H20 -0.96 -3.58 -2.25  0.235
H21 -0.97 -3.54 -0.48  0.223
H22 0.23 -4.52 -1.36  0.343
H23 1.23 0.99 -3.73  0.280
H24 1.54 0.03 -5.19  0.337
H25 2.87 0.45 -4.10  0.278
H26 2.01 -3.12 -3.38  0.279
H27 3.33 -2.09 -3.95  0.321
H28 1.94 -2.39 -5.00  0.379
Br1 5.33 0.12 3.14  -0.155
C20 4.36 0.57 1.62  -0.363
C21 4.94 0.56 0.37  -0.143
C22 4.17 0.94 -0.71  -0.878
C23 2.85 1.30 -0.51  -0.120
N6 2.27 1.27 0.70  -0.139
C24 3.03 0.93 1.74  0.571
H29 5.97 0.26 0.25  0.470
H30 4.58 0.97 -1.71  0.409
H31 2.22 1.62 -1.33  0.515
H32 2.56 0.95 2.71  0.072

Computed properties:
E_tot: -4681.78048 Ha
relative energy (zero: lowest compared OMol25 entry of this formula, charge and spin): 11.1 kcal per mole
total charge: 0
max |F|: 1.7 eV Å⁻¹
HOMO-LUMO gap (spin up / spin down): 6.2 / 6.2 eV
LUMO level (spin up / spin down): -1.2 / -1.2 eV